Density functional theory data (the ωB97M-V functional and the def2-TZVPD basis) for one molecule with the formula C3H8N2O in a non-equilibrium geometry.

As for the SMILES: NCCNC=O. The value obtained for the electronic energy is -303.83084 Eh. For the LUMO energy, the calculation gives 0.8489 eV. The calculation puts the HOMO energy at -0.3571 Ha. As for the energy above the lowest of the compared OMol25 structures with the same formula, charge and spin: 38.5 kcal per mole.

```
! RIJCOSX wB97M-V def2-TZVPD def2/J DEFGRID3
* xyz 0 1
C -0.62 -1.98 -1.44
N 0.14 -1.21 -0.59
C -0.07 0.23 -0.40
C 0.38 0.61 0.96
N -0.06 1.97 1.29
O -0.43 -3.15 -1.81
H -1.53 -1.40 -1.66
H 0.74 -1.83 -0.01
H 0.63 0.80 -1.16
H -1.06 0.56 -0.52
H 1.47 0.49 1.01
H -0.17 -0.03 1.73
H 0.33 2.40 2.18
H 0.25 2.55 0.42
*
```

These are the Mulliken partial charges, in e, on atoms 1 to 4: 0.07 -0.09 -0.60 -0.45

Density functional theory data (the ωB97M-V functional and the def2-TZVPD basis) for C5H6OS as an isolated structure in a non-equilibrium geometry.

The value obtained for the electronic energy is -667.48239 Eh. For the LUMO energy, the calculation gives 0.8679 eV. The calculation puts the HOMO energy at -0.3184 Ha. As for the energy above the lowest of the compared OMol25 structures with the same formula, charge and spin: 35.0 kcal per mole.

```
! RIJCOSX wB97M-V def2-TZVPD def2/J DEFGRID3
* xyz 0 1
C 0.92 -0.79 0.43
C 2.04 -0.03 0.55
C 0.61 1.20 -0.50
C -0.02 0.01 -0.27
C -1.40 -0.33 -0.65
O 1.86 1.18 0.00
S -2.68 0.42 0.37
H 0.78 -1.79 0.78
H 2.99 -0.23 1.00
H 0.27 2.10 -0.97
H -1.64 -0.08 -1.68
H -1.57 -1.74 -0.60
H -2.15 0.10 1.55
*
```

These are the Mulliken partial charges, in e, on atoms 1 to 4: -0.51 -0.35 -0.55 0.68

Density functional theory data (the ωB97M-V functional and the def2-TZVPD basis) for C27H29AsN4O4OsS as an isolated structure.

The value obtained for the electronic energy is -4290.34747 Eh. For the LUMO energy (alpha / beta), the calculation gives -7.7592 / -7.7619 eV. The calculation puts the HOMO energy (alpha / beta) at -0.4971 / -0.4971 Ha. As for the energy above the lowest of the compared OMol25 structures with the same formula, charge and spin: 10.2 kcal per mole.

```
! RIJCOSX wB97M-V def2-TZVPD def2/J DEFGRID3
* xyz 2 1
Os -0.06 -0.88 -0.19
N -7.19 1.69 -1.87
C -5.92 1.61 -1.45
C -5.44 2.45 -0.41
C -4.15 2.37 0.00
C -3.28 1.45 -0.62
C -3.73 0.60 -1.64
C -5.03 0.68 -2.05
S -1.68 1.40 -0.11
O -1.24 2.59 0.53
O -0.82 0.80 -1.19
N -1.26 0.05 0.88
C -1.67 -0.05 2.24
N -2.71 0.69 2.56
C -3.11 0.59 3.83
C -2.46 -0.24 4.73
C -1.37 -0.96 4.26
N -0.95 -0.86 2.99
H -7.82 2.37 -1.47
H -7.53 1.12 -2.62
H -6.12 3.16 0.04
H -3.78 3.02 0.79
H -3.04 -0.09 -2.12
H -5.39 0.05 -2.86
H -3.96 1.19 4.12
H -2.79 -0.33 5.76
H -0.80 -1.62 4.91
C -2.22 -3.57 -2.84
C -1.04 -3.08 -2.07
O -1.17 -1.95 -1.52
C 0.18 -3.84 -1.99
C 0.31 -5.04 -2.72
C 1.47 -5.77 -2.69
C 2.54 -5.31 -1.92
C 2.45 -4.14 -1.18
C 1.27 -3.41 -1.21
O 1.22 -2.29 -0.46
H -3.04 -2.86 -2.73
H -2.53 -4.55 -2.47
H -1.96 -3.68 -3.89
H -0.52 -5.39 -3.32
H 1.56 -6.68 -3.25
H 3.46 -5.88 -1.89
H 3.27 -3.79 -0.58
C 3.34 0.40 -0.28
As 1.94 0.03 0.98
C 1.65 1.68 1.94
C 2.60 -1.27 2.26
C 3.83 -0.76 2.95
C 3.72 -0.03 4.14
C 4.85 0.47 4.76
C 6.10 0.25 4.21
C 6.23 -0.48 3.04
C 5.09 -0.98 2.41
H 3.55 -0.50 -0.86
H 4.23 0.70 0.28
H 3.03 1.20 -0.94
H 2.61 1.95 2.39
H 0.91 1.52 2.72
H 1.32 2.45 1.25
H 2.79 -2.19 1.70
H 1.78 -1.45 2.95
H 2.74 0.14 4.58
H 4.75 1.03 5.69
H 6.99 0.64 4.70
H 7.20 -0.67 2.61
H 5.20 -1.56 1.50
*
```

These are the Mulliken partial charges, in e, on atoms 1 to 4: 1.24 -0.43 1.14 -0.87